(1)
Entry from OMol25: C27H30N4O4 in the gas phase in a non-equilibrium geometry (the ωB97M-V functional and the def2-TZVPD basis).

Geometry (Å):
C  -5.081  -3.235  -0.875
C  -3.929  -2.488  -0.278
C  -4.043  -1.912  0.980
C  -3.000  -1.201  1.543
C  -1.815  -1.055  0.836
N  -0.770  -0.253  1.375
C  0.363  -0.720  1.938
O  1.182  0.013  2.459
C  0.627  -2.229  1.849
N  1.986  -2.410  1.386
C  2.347  -1.872  0.197
O  1.534  -1.447  -0.612
C  3.787  -1.869  -0.068
C  4.476  -1.429  -1.171
C  5.843  -1.613  -0.879
C  5.889  -2.147  0.374
O  4.658  -2.306  0.873
C  -0.975  1.195  1.431
C  0.201  1.989  0.800
O  0.416  3.119  1.180
N  0.819  1.362  -0.213
C  2.054  1.826  -0.825
C  3.214  1.951  0.190
C  3.530  3.444  0.257
C  3.222  3.930  -1.155
C  1.912  3.215  -1.474
C  -2.238  1.612  0.733
C  -3.292  2.181  1.438
C  -4.445  2.539  0.759
C  -4.501  2.309  -0.606
N  -3.497  1.789  -1.292
C  -2.397  1.460  -0.644
C  -1.684  -1.638  -0.417
C  -2.727  -2.356  -0.981
C  -2.563  -2.960  -2.340
H  -5.932  -3.236  -0.199
H  -5.384  -2.776  -1.815
H  -4.803  -4.267  -1.085
H  -4.967  -2.017  1.528
H  -3.106  -0.751  2.518
H  0.526  -2.676  2.839
H  -0.061  -2.712  1.154
H  2.709  -2.546  2.075
H  4.045  -1.032  -2.066
H  6.676  -1.379  -1.510
H  6.712  -2.444  0.995
H  -1.009  1.513  2.482
H  0.650  0.373  -0.338
H  2.295  1.072  -1.579
H  2.922  1.546  1.158
H  4.081  1.392  -0.169
H  2.851  3.925  0.960
H  4.558  3.639  0.560
H  4.007  3.610  -1.844
H  3.126  5.013  -1.217
H  1.088  3.742  -0.996
H  1.712  3.147  -2.542
H  -3.208  2.344  2.503
H  -5.279  2.984  1.279
H  -5.381  2.559  -1.183
H  -1.601  1.056  -1.254
H  -0.752  -1.531  -0.954
H  -3.269  -2.514  -3.039
H  -2.755  -4.032  -2.313
H  -1.556  -2.795  -2.713

Output
- total charge = 0
- gap between HOMO and LUMO (eV) = 9.28
- HOMO energy (eV) = -8.7759
- structure (SMILES) = Cc1ccc(N(C(=O)CNC(=O)c2ccco2)[C@@H](C(=O)NC2CCCC2)c2cccnc2)cc1C
- spin multiplicity = 1
- energy relative to the best compared isomer or geometry (same formula, charge and spin) (kcal/mol) = 28.38

=====

(2)
Entry from OMol25: C27H30N4O5 in the gas phase in a non-equilibrium geometry (the ωB97M-V functional and the def2-TZVPD basis).

Geometry (Å):
C  3.038  -0.910  6.991
O  2.007  -0.934  6.033
C  2.227  -1.584  4.862
C  3.346  -2.356  4.570
C  3.458  -2.967  3.334
C  2.477  -2.824  2.363
C  2.669  -3.397  0.984
C  3.816  -2.654  0.260
N  3.818  -1.244  0.571
C  2.778  -0.421  0.309
C  1.932  -0.625  -0.799
C  0.899  0.226  -1.093
C  0.634  1.353  -0.305
C  -0.528  2.275  -0.610
C  -1.357  2.537  0.671
C  -1.768  1.192  1.242
N  -1.249  0.885  2.445
O  -2.500  0.428  0.641
N  -1.397  1.721  -1.616
C  -1.646  2.349  -2.790
O  -1.022  3.332  -3.147
C  -2.704  1.717  -3.629
C  -3.758  0.985  -3.091
C  -4.725  0.437  -3.921
C  -5.877  -0.332  -3.347
C  -4.625  0.628  -5.293
C  -3.589  1.366  -5.849
C  -3.491  1.555  -7.332
C  -2.634  1.911  -5.003
C  1.448  1.579  0.778
C  2.490  0.708  1.116
N  3.137  0.951  2.345
O  2.595  1.708  3.135
O  4.192  0.374  2.602
C  1.356  -2.058  2.665
C  1.227  -1.454  3.898
H  3.247  -1.911  7.382
H  2.675  -0.277  7.799
H  3.954  -0.479  6.577
H  4.138  -2.483  5.290
H  4.335  -3.561  3.122
H  1.744  -3.283  0.418
H  2.913  -4.459  1.034
H  3.738  -2.806  -0.820
H  4.780  -3.046  0.585
H  4.325  -0.995  1.418
H  2.115  -1.471  -1.441
H  0.280  0.033  -1.956
H  -0.152  3.226  -1.012
H  -2.254  3.091  0.390
H  -0.793  3.122  1.393
H  -1.461  -0.016  2.842
H  -0.571  1.463  2.912
H  -1.985  0.962  -1.297
H  -3.856  0.853  -2.022
H  -6.765  0.299  -3.311
H  -5.656  -0.666  -2.336
H  -6.108  -1.199  -3.963
H  -5.378  0.200  -5.941
H  -2.895  0.754  -7.771
H  -3.009  2.500  -7.569
H  -4.476  1.533  -7.793
H  -1.818  2.498  -5.398
H  1.316  2.444  1.409
H  0.581  -1.927  1.923
H  0.364  -0.856  4.145

Output
- total charge = 0
- gap between HOMO and LUMO (eV) = 7.81
- HOMO energy (eV) = -8.2483
- structure (SMILES) = COc1ccc(CCNc2ccc([C@H](CC(N)=O)NC(=O)c3cc(C)cc(C)c3)cc2[N+](=O)[O-])cc1
- spin multiplicity = 1
- energy relative to the best compared isomer or geometry (same formula, charge and spin) (kcal/mol) = 94.07

=====

(3)
Entry from OMol25: a gas-phase ion, C27H30NO2 (charge +1) in a non-equilibrium geometry (the ωB97M-V functional and the def2-TZVPD basis).

Geometry (Å):
C  -5.373  4.356  0.933
O  -5.197  2.933  1.132
C  -3.934  2.381  0.985
C  -3.761  1.080  1.489
C  -2.559  0.400  1.323
C  -1.434  0.957  0.708
C  -0.126  0.026  0.560
C  1.037  1.013  0.434
C  2.154  0.777  -0.395
C  3.318  1.507  -0.287
C  3.373  2.666  0.507
O  4.519  3.401  0.548
C  4.460  4.689  1.240
C  2.242  2.981  1.318
C  1.127  2.156  1.263
N  -0.029  -1.218  -0.417
C  0.830  -2.233  -0.119
C  2.070  -2.072  0.689
C  2.637  -3.312  1.478
C  2.539  -4.645  0.744
C  1.108  -4.869  0.248
C  0.622  -3.682  -0.637
C  -0.772  -1.417  -1.672
C  -2.080  -0.940  -1.758
C  -2.893  -1.182  -2.884
C  -2.441  -1.987  -3.947
C  -1.139  -2.542  -3.855
C  -0.270  -2.120  -2.809
C  -1.585  2.285  0.232
C  -2.772  3.035  0.458
H  -6.413  4.488  1.210
H  -4.712  4.931  1.590
H  -5.222  4.647  -0.115
H  -4.630  0.590  1.965
H  -2.536  -0.673  1.544
H  -0.155  -0.573  1.541
H  2.101  -0.016  -1.148
H  4.226  1.208  -0.811
H  5.456  5.090  1.089
H  3.695  5.323  0.778
H  4.233  4.541  2.298
H  2.250  3.832  2.013
H  0.286  2.432  1.895
H  2.870  -1.789  -0.017
H  1.922  -1.265  1.401
H  3.703  -3.130  1.690
H  2.173  -3.398  2.473
H  3.223  -4.680  -0.115
H  2.797  -5.487  1.392
H  1.035  -5.789  -0.371
H  0.409  -5.020  1.079
H  -0.443  -3.849  -0.896
H  1.207  -3.780  -1.592
H  -2.489  -0.345  -0.947
H  -3.900  -0.751  -2.946
H  -3.068  -2.196  -4.838
H  -0.784  -3.279  -4.601
H  0.797  -2.376  -2.885
H  -0.853  2.782  -0.406
H  -2.847  4.112  0.222

Output
- total charge = +1
- gap between HOMO and LUMO (eV) = 7.06
- HOMO energy (eV) = -10.9653
- structure (SMILES) = COc1ccc(C(c2ccc(OC)cc2)[N+](=C2CCCCC2)c2ccccc2)cc1
- spin multiplicity = 1
- energy relative to the best compared isomer or geometry (same formula, charge and spin) (kcal/mol) = 31.12

=====

> What is the formula in the third record?

C27H30NO2

=====

> Which value of total charge does entry 2 give?

0

=====

> total charge of number 1 (C27H30N4O4)?

0

=====

> What is the gap between HOMO and LUMO in the third record?

7.06 eV